The following is a DFT calculation (wB97M-V/def2-TZVPD) of a structure of composition C6H7N2 at a distorted geometry.

As for the frontier orbital gap (alpha / beta): 8.0 / 8.0 eV. The calculation puts the total energy at -9302.4038 eV. For the relative energy (zero: lowest compared OMol25 entry of this formula, charge and spin), the calculation gives 5.733 eV.

```
! wB97M-V def2-TZVPD RIJCOSX def2/J DEFGRID3
* xyz 1 1
N -0.709 0.070 -0.233
N -0.616 -2.039 -0.507
C 1.765 0.473 0.514
C 1.207 0.143 1.708
C 0.680 -1.706 -0.517
C 0.839 -0.355 -0.222
C -0.951 1.613 -0.441
C -1.401 -1.072 -0.253
H 2.471 0.961 -0.124
H 1.399 -2.343 -0.918
H -0.227 2.013 0.200
H -2.469 -1.252 -0.073
H -0.697 1.890 -1.393
H 0.550 -0.421 2.354
H -1.839 2.024 -0.095
*
```

=====

The following is a DFT calculation (wB97M-V/def2-TZVPD) of the ion C6H7N2O3S with charge -1 at a distorted geometry.

As for the frontier orbital gap: 6.9 eV. The calculation puts the total energy at -26290.3505 eV. For the relative energy (zero: lowest compared OMol25 entry of this formula, charge and spin), the calculation gives 3.142 eV. The structure (SMILES) is C=S(=C)([O-])OC(=O)c1cn[nH]c1.

```
! wB97M-V def2-TZVPD RIJCOSX def2/J DEFGRID3
* xyz -1 1
S 2.596 0.150 -0.005
O 3.063 1.532 0.093
O 0.653 0.786 0.131
O 0.086 -1.444 0.011
N -3.637 1.036 0.009
N -3.808 -0.313 -0.217
C -0.193 -0.254 0.103
C 2.892 -0.503 -1.532
C -2.636 -0.783 -0.081
C -1.627 0.151 0.116
C 3.206 -0.633 1.345
C -2.330 1.340 0.164
H 2.172 0.008 -2.182
H -4.433 1.759 -0.187
H -1.954 2.362 0.182
H 2.929 -0.082 2.254
H 2.653 -1.512 -1.639
H -2.497 -1.853 0.007
H 2.867 -1.746 1.427
*
```